Entry 1:
Molecular formula: C6H9N4O3
Method: DFT, ωB97M-V/def2-TZVPD

For the frontier orbital gap (spin up / spin down), the calculation gives 6.685 / 6.749 eV. Its molar mass is 185.16 g/mol. As for the energy above the lowest of the compared OMol25 structures with the same formula, charge and spin: 3.9009 eV. The highest occupied orbital energy (spin up / spin down) comes out at -10.85 / -10.97 eV.

```
! RIJCOSX wB97M-V def2-TZVPD def2/J DEFGRID3
* xyz 1 1
O -2.508 -2.292 0.843
H 2.330 -1.635 -1.345
H 3.946 -1.366 -0.950
H 1.697 1.856 1.266
O 0.002 -0.194 -1.700
H -3.655 -0.430 -0.109
N -2.652 -0.200 -0.073
N -0.566 -1.237 0.335
C -2.326 1.054 -0.294
H 3.244 -2.515 0.155
H -1.793 2.827 -0.095
H -3.148 1.651 -0.790
H -0.098 -2.076 0.690
C -0.006 2.085 0.533
H 0.259 3.126 0.874
N -1.297 1.910 0.107
O 2.609 -0.491 0.389
C 3.072 -1.573 -0.380
C -1.918 -1.342 0.354
N 1.099 1.296 0.651
C 1.432 0.106 0.139
C 0.277 -0.560 -0.600
*
```

***

Entry 2:
Molecular formula: C6H9N6S
Method: DFT, ωB97M-V/def2-TZVPD

For the frontier orbital gap, the calculation gives 9.586 eV. Its molar mass is 197.25 g/mol. As for the energy above the lowest of the compared OMol25 structures with the same formula, charge and spin: 0.0883 eV. The highest occupied orbital energy comes out at -12.88 eV.

```
! RIJCOSX wB97M-V def2-TZVPD def2/J DEFGRID3
* xyz 1 1
C -1.094 -0.973 0.266
C 2.827 -3.000 -0.698
H 0.467 3.191 0.126
C -1.329 -0.442 1.458
N 0.112 0.977 -0.425
N 0.335 2.694 1.014
N -0.907 -0.341 -2.063
C 1.156 -1.449 -0.739
N -0.833 0.813 1.692
N 2.028 -1.247 0.208
S 1.448 -2.725 -1.749
H -0.675 0.408 -2.693
H -0.887 1.233 2.585
H -0.158 3.245 1.694
H -1.860 -0.933 2.358
C -0.246 -0.346 -0.793
H -0.915 -1.251 -2.537
N 2.949 -2.119 0.214
H 0.749 1.535 -1.010
H -1.528 -1.852 -0.109
H 3.424 -3.910 -0.755
C -0.213 1.456 0.744
*
```

***

Entry 3:
Molecular formula: C6H9NO
Method: DFT, ωB97M-V/def2-TZVPD

For the frontier orbital gap, the calculation gives 9.014 eV. Its molar mass is 111.14 g/mol. As for the energy above the lowest of the compared OMol25 structures with the same formula, charge and spin: 10.5543 eV. The highest occupied orbital energy comes out at -8.12 eV.

```
! RIJCOSX wB97M-V def2-TZVPD def2/J DEFGRID3
* xyz 0 1
H -1.628 0.822 -0.076
O 0.533 -1.645 1.851
H -0.159 0.340 -2.713
C 0.390 -1.109 0.456
C 0.035 0.409 -1.409
H -1.428 -0.808 1.486
H 1.464 0.987 1.010
N -0.432 2.067 0.670
H 1.215 0.296 -1.362
H 1.275 -0.448 0.377
C -0.188 -1.242 -0.930
H 0.202 2.728 0.687
C 0.289 0.783 1.070
H 0.366 -1.842 -1.424
H -1.153 -1.810 -1.013
C -0.540 1.000 -0.277
C -0.240 -0.526 1.595
*
```

***

Entry 4:
Molecular formula: C6H9NO
Method: DFT, ωB97M-V/def2-TZVPD

For the frontier orbital gap, the calculation gives 10.687 eV. Its molar mass is 111.14 g/mol. As for the energy above the lowest of the compared OMol25 structures with the same formula, charge and spin: 1.6388 eV. The highest occupied orbital energy comes out at -9.79 eV.

```
! RIJCOSX wB97M-V def2-TZVPD def2/J DEFGRID3
* xyz 0 1
C 3.830 0.701 -0.390
N -1.033 -1.071 0.886
C -1.697 1.246 0.529
C -1.159 0.220 1.216
O 4.033 -0.605 0.020
H 4.959 -0.685 0.129
H 2.767 0.698 -0.731
H -0.703 0.396 2.147
H -1.531 -2.325 -0.667
H 3.971 1.408 0.410
C -2.304 -0.391 -1.014
H -1.758 2.325 0.741
H -2.578 -0.803 -2.048
H -2.872 1.700 -1.334
C -1.617 -1.310 -0.284
H 4.359 1.065 -1.235
C -2.328 0.960 -0.686
*
```

***

Entry 5:
Molecular formula: C6H9NO
Method: DFT, ωB97M-V/def2-TZVPD

For the frontier orbital gap, the calculation gives 10.193 eV. Its molar mass is 111.14 g/mol. As for the energy above the lowest of the compared OMol25 structures with the same formula, charge and spin: 9.4736 eV. The highest occupied orbital energy comes out at -9.05 eV.

```
! RIJCOSX wB97M-V def2-TZVPD def2/J DEFGRID3
* xyz 0 1
C -0.283 -0.719 0.315
H -0.328 -0.321 -2.665
H -1.818 0.647 -2.352
H 0.712 -0.871 -0.347
H -2.577 -0.933 -0.043
N -0.015 1.141 -1.048
C -1.430 -0.970 -0.540
C 1.117 0.986 -0.051
C -0.308 0.919 0.403
C 1.544 -0.255 1.099
H 1.641 1.794 0.212
O 0.245 -1.015 1.547
H 1.682 0.432 1.988
H 2.376 -1.170 1.155
H -0.795 1.693 1.207
H -1.471 -1.966 -1.102
C -0.853 0.177 -1.742
*
```

***

Entry 6:
Molecular formula: C6H9NO
Method: DFT, ωB97M-V/def2-TZVPD

For the frontier orbital gap, the calculation gives 9.400 eV. Its molar mass is 111.14 g/mol. As for the energy above the lowest of the compared OMol25 structures with the same formula, charge and spin: 11.4448 eV. The highest occupied orbital energy comes out at -9.13 eV.

```
! RIJCOSX wB97M-V def2-TZVPD def2/J DEFGRID3
* xyz 0 1
H 0.092 -1.840 -0.256
H 0.013 1.200 1.472
H -2.436 1.367 -0.889
C -0.466 -0.002 1.231
H 0.414 2.089 -0.720
C 1.000 0.065 -0.476
C -1.914 0.184 0.701
C -1.650 0.906 -0.426
H -2.806 0.089 1.272
H 1.086 -0.519 -2.569
C 0.316 -0.858 0.308
N 1.932 -0.281 -1.512
H 1.621 0.843 -0.166
O 0.386 -1.011 1.828
C -0.123 0.936 -1.182
H 0.034 0.953 -2.396
H 2.395 -1.513 -0.719
*
```

***

Entry 7:
Molecular formula: C6H9NO
Method: DFT, ωB97M-V/def2-TZVPD

For the frontier orbital gap, the calculation gives 8.554 eV. Its molar mass is 111.14 g/mol. As for the energy above the lowest of the compared OMol25 structures with the same formula, charge and spin: 1.9180 eV. The highest occupied orbital energy comes out at -7.80 eV.

```
! RIJCOSX wB97M-V def2-TZVPD def2/J DEFGRID3
* xyz 0 1
C 2.431 0.460 -1.048
H 1.318 2.449 -0.979
C 1.847 -0.814 -1.237
C -1.636 -1.929 -1.075
H -2.246 -2.815 -1.063
C 0.468 -0.645 -1.215
C 1.420 1.368 -0.976
H -2.090 -0.998 -0.715
H 2.448 -1.664 -1.506
H -1.493 2.454 4.895
H 0.174 -2.725 -1.732
O -2.242 2.067 5.324
C -0.350 -1.823 -1.414
H -3.094 2.341 5.624
H 3.529 0.491 -0.971
N 0.202 0.704 -1.095
H -0.687 1.081 -0.819
*
```

***

Entry 8:
Molecular formula: C6H9NO
Method: DFT, ωB97M-V/def2-TZVPD

For the frontier orbital gap (spin up / spin down), the calculation gives 8.117 / 6.049 eV. Its molar mass is 111.14 g/mol. As for the energy above the lowest of the compared OMol25 structures with the same formula, charge and spin: 5.0067 eV. The highest occupied orbital energy (spin up / spin down) comes out at -7.72 / -6.50 eV.

```
! RIJCOSX wB97M-V def2-TZVPD def2/J DEFGRID3
* xyz 0 1
C 1.290 0.713 0.017
O -1.203 1.189 0.096
C -0.254 -1.159 0.033
H 1.578 -2.278 0.608
H -2.483 -0.319 0.688
C -2.384 0.529 -0.024
C 2.027 1.921 0.111
H 2.994 1.601 -0.067
H -0.977 -1.488 -0.674
H -3.382 1.106 0.259
N 2.027 -0.405 -0.010
H 1.732 2.961 0.193
H -2.612 0.204 -0.994
H 1.321 -1.861 -1.155
C -0.170 0.401 0.000
C 1.191 -1.608 -0.096
H -0.694 -1.509 1.016
*
```

***

Entry 9:
Molecular formula: C6H9NO
Method: DFT, ωB97M-V/def2-TZVPD

For the frontier orbital gap, the calculation gives 9.505 eV. Its molar mass is 111.14 g/mol. As for the energy above the lowest of the compared OMol25 structures with the same formula, charge and spin: 5.9604 eV. The highest occupied orbital energy comes out at -8.48 eV.

```
! RIJCOSX wB97M-V def2-TZVPD def2/J DEFGRID3
* xyz 0 1
C 0.150 -0.619 -0.792
C 0.529 0.885 0.986
H 0.464 -1.496 -1.391
O -0.175 1.747 0.119
H 2.081 -0.815 0.521
H -1.764 1.198 1.342
N 0.554 0.272 -1.982
C -0.046 -1.580 0.878
C -1.036 -0.770 -0.096
H -0.299 0.257 -2.597
H 1.053 1.248 1.928
H -1.870 -1.116 -0.673
H 0.775 1.368 -1.532
H -0.570 -1.534 1.952
H -0.022 -2.661 0.623
C 1.025 -0.549 0.406
C -1.010 0.577 0.742
*
```

***

Entry 10:
Molecular formula: C6H9NO
Method: DFT, ωB97M-V/def2-TZVPD

For the frontier orbital gap, the calculation gives 8.175 eV. Its molar mass is 111.14 g/mol. As for the energy above the lowest of the compared OMol25 structures with the same formula, charge and spin: 3.7601 eV. The highest occupied orbital energy comes out at -7.74 eV.

```
! RIJCOSX wB97M-V def2-TZVPD def2/J DEFGRID3
* xyz 0 1
H 2.596 -0.592 -1.145
O -0.802 0.908 -1.721
C 0.447 1.322 0.509
C 1.200 0.139 0.137
H -1.876 0.089 1.302
H 2.738 1.112 -0.776
C 0.148 -2.213 0.224
H 0.887 -2.798 0.768
H 0.832 2.277 0.158
H -2.616 1.315 0.237
C -0.773 0.571 -0.536
C -2.057 0.378 0.268
H -0.751 -2.735 -0.087
N 2.305 0.215 -0.613
H 0.066 1.340 1.524
H -2.646 -0.399 -0.223
C 0.302 -0.931 -0.025
*
```

***

Entry 11:
Molecular formula: C6H9NO2
Method: DFT, ωB97M-V/def2-TZVPD

For the frontier orbital gap, the calculation gives 10.148 eV. Its molar mass is 127.14 g/mol. As for the energy above the lowest of the compared OMol25 structures with the same formula, charge and spin: 1.2602 eV. The highest occupied orbital energy comes out at -9.79 eV.

```
! RIJCOSX wB97M-V def2-TZVPD def2/J DEFGRID3
* xyz 0 1
C -0.571 1.261 -0.273
H -1.177 2.179 -0.251
C 1.268 -0.358 -0.257
H 1.686 -0.476 -1.229
H 2.681 -1.737 0.391
C -0.054 -1.087 -0.319
C 0.944 1.188 -0.060
H -2.747 1.472 0.682
O -3.179 0.587 0.538
O -2.924 -1.486 -0.033
H 1.587 1.773 -0.760
C -1.017 -0.005 -0.260
H -0.159 -1.621 -1.228
H 1.264 1.579 0.951
N 2.223 -0.884 0.771
H -0.389 -1.867 0.482
C -2.397 -0.373 0.045
H 2.960 -0.145 0.811
*
```

***

Entry 12:
Molecular formula: C6H9NO2S
Method: DFT, ωB97M-V/def2-TZVPD

For the frontier orbital gap, the calculation gives 7.802 eV. Its molar mass is 159.21 g/mol. As for the energy above the lowest of the compared OMol25 structures with the same formula, charge and spin: 2.2863 eV. The highest occupied orbital energy comes out at -8.19 eV.

```
! RIJCOSX wB97M-V def2-TZVPD def2/J DEFGRID3
* xyz 0 1
H 0.967 -0.441 -1.776
C 1.812 1.463 -0.847
H 0.203 0.918 0.956
H 2.851 1.366 -1.335
H -3.951 -0.800 1.594
C -1.228 -0.152 0.007
H -1.510 -0.362 -1.055
C 1.205 0.003 -0.758
C -3.485 -0.425 0.790
C -2.185 -0.184 1.013
H 1.906 1.848 0.290
S -4.380 -0.407 -0.541
H 1.179 2.175 -1.401
O 1.793 -1.794 0.656
C 2.276 -0.775 -0.065
N 0.073 0.170 0.196
O 3.490 -0.588 -0.145
H 0.924 -2.072 0.389
H -1.939 0.056 2.032
*
```